{"formula": "C9H10F2", "method": "the ωB97M-V functional and the def2-TZVPD basis", "elements": ["H", "H", "H", "C", "C", "H", "C", "H", "C", "H", "H", "H", "F", "C", "C", "C", "F", "H", "C", "H", "C"], "xyz": [[2.89425, 0.74815, 0.98257], [-2.46197, 2.11028, 1.00869], [2.28762, -0.89774, -1.27143], [0.72409, -1.23042, 1.33498], [-2.63762, 0.56788, -0.51483], [3.49725, 0.50988, -1.55179], [-1.04670, -1.18649, -0.50714], [1.03546, -0.94977, 2.36013], [2.36407, 0.28631, -1.21808], [-2.54469, -0.95160, -1.96355], [-3.53964, 0.95064, -1.06909], [-0.41521, -1.90489, -1.09504], [1.15789, -2.45665, 0.86694], [-2.17429, -0.58282, -1.05571], [-0.47027, -0.70713, 0.74119], [-0.95508, 0.55292, 1.20841], [1.24612, 1.64447, 0.50954], [-0.49842, 1.00201, 2.06730], [-2.13236, 1.06852, 0.67506], [1.51530, 0.67977, -1.75932], [2.15422, 0.74666, 0.25117]], "mulliken_charge": [0.469, 0.248, 0.165, -0.555, -0.212, 0.282, -0.364, 0.392, -0.776, 0.414, 0.279, 0.267, -0.285, -0.538, 0.889, -0.431, -0.226, 0.374, -0.570, 0.316, -0.139], "orbital_gap_ev": [8.15, 7.43], "multiplicity": 1}



{"formula": "C9H10F2N3O", "method": "the ωB97M-V functional and the def2-TZVPD basis", "elements": ["H", "O", "H", "H", "H", "C", "F", "H", "N", "H", "H", "C", "F", "N", "C", "C", "N", "C", "H", "C", "H", "C", "H", "C", "C"], "xyz": [[-0.16264, 2.30420, 0.68259], [3.44611, 1.58902, -0.80368], [-1.84550, -2.33537, 0.80499], [0.32170, -1.66418, -0.31052], [2.60444, -1.32868, -0.60941], [-0.45460, 1.30689, 0.96288], [1.61543, -0.68642, -3.18465], [1.87493, 0.50509, -4.74544], [2.66979, -0.35857, -0.46923], [-3.74274, 0.06653, 2.65967], [1.55924, 2.54992, 0.19058], [-1.39905, -1.36267, 0.86192], [2.60050, 1.27603, -3.08736], [2.18745, 1.75685, -0.07387], [2.38436, 0.20026, -3.87365], [-2.04940, -0.44533, 1.66525], [-3.20768, -0.73372, 2.20328], [-0.16366, -1.04446, 0.38708], [-3.72370, -1.62745, 2.09042], [0.42339, 0.23708, 0.52383], [-2.16998, 1.63234, 2.10244], [-1.59775, 0.94327, 1.58512], [3.31200, -0.38793, -4.04877], [1.72805, 0.55184, 0.08570], [3.64727, 0.39109, -1.03354]], "mulliken_charge": [0.339, -0.080, 0.331, 0.400, 0.222, -0.772, -0.242, 0.212, 0.096, 0.231, 0.242, -0.915, -0.205, -0.019, 0.051, 0.920, -0.445, -0.359, 0.233, 0.668, 0.373, -0.785, 0.213, 0.520, -0.228], "charge": 1, "orbital_gap_ev": 7.88, "multiplicity": 1}



{"formula": "C9H10F3NO2Zr", "method": "the ωB97M-V functional and the def2-TZVPD basis", "elements": ["C", "C", "C", "O", "C", "C", "H", "C", "H", "F", "Zr", "H", "F", "C", "O", "F", "N", "H", "H", "H", "C", "C", "H", "H", "H", "H"], "xyz": [[0.80286, -3.54653, 1.73386], [-1.26220, 0.22654, -2.28555], [-0.00685, -0.43032, -2.41399], [0.30416, -1.63695, 0.31859], [-0.57336, 1.74898, 1.87139], [0.58376, -2.08256, 1.52725], [-1.76769, 2.38849, -1.96186], [-1.00857, 1.61313, -2.07864], [-2.38210, 0.97567, 1.00288], [1.08426, -3.81148, 3.06252], [-0.02345, 0.43713, -0.17969], [2.09540, 0.36022, -2.32100], [-0.33525, -4.23940, 1.36618], [-1.62586, 1.76817, 0.98655], [0.66716, -1.25681, 2.54303], [1.86457, -3.96737, 0.95508], [1.36800, 0.74760, 0.78677], [2.20242, 1.09903, 1.27186], [0.91727, 2.76421, -1.93262], [0.14671, -1.50087, -2.55667], [1.02184, 0.54869, -2.28400], [0.39981, 1.81519, -2.08312], [-0.46947, 0.94818, 2.60789], [-2.24518, -0.24711, -2.32390], [-1.83468, 2.65903, 0.38704], [0.07642, 2.61914, 2.00014]], "mulliken_charge": [0.793, -0.476, -0.483, -0.811, -0.361, 0.382, 0.604, -0.574, 0.381, -0.226, 1.674, 0.423, -0.241, -0.812, -0.583, -0.234, -0.798, 0.165, 0.404, 0.362, -0.413, -0.487, 0.280, 0.434, 0.344, 0.253], "orbital_gap_ev": 9.38, "multiplicity": 1}



{"formula": "C9H10InN2S", "method": "the ωB97M-V functional and the def2-TZVPD basis", "elements": ["C", "H", "In", "H", "C", "C", "N", "H", "H", "C", "H", "H", "H", "C", "H", "H", "N", "S", "C", "C", "C", "H", "C"], "xyz": [[0.42121, 2.66951, -1.72617], [1.75840, -0.84323, -1.91312], [0.13741, -0.05058, 1.21982], [-2.34809, -2.06766, -0.64274], [0.38881, -1.05685, 3.89361], [-0.49442, -1.20021, -1.64206], [1.30189, -1.73627, 4.19020], [-1.90078, 1.17388, -0.91112], [-0.58383, -2.72362, 1.38628], [-0.34443, -2.08059, 0.53826], [2.08225, 1.62367, -0.04603], [1.95915, -1.89586, 0.64015], [-0.89016, -0.82736, -2.63015], [0.90323, -1.18917, -1.27865], [-1.93231, 2.31182, 0.72621], [-0.19997, 3.00902, -2.48388], [0.99253, 1.68035, 0.07581], [-0.88876, -0.09573, 3.46973], [1.02902, -1.69951, 0.08683], [-0.15455, 2.26172, -0.46607], [-1.48758, 1.81686, -0.13143], [1.51353, 2.71873, -1.77673], [-1.26257, -1.79893, -0.57877]], "mulliken_charge": [-1.072, 0.305, 0.710, 0.297, 0.510, -0.438, -0.586, 0.252, 0.645, -0.366, 0.135, 0.575, 0.338, -0.410, 0.347, 0.346, -0.457, -0.433, -0.674, 0.720, -1.294, 0.178, -0.630], "charge": -1, "orbital_gap_ev": 5.61, "multiplicity": 1}



What did the second record say?
{"formula": "C9H10F2N3O", "method": "the ωB97M-V functional and the def2-TZVPD basis", "elements": ["H", "O", "H", "H", "H", "C", "F", "H", "N", "H", "H", "C", "F", "N", "C", "C", "N", "C", "H", "C", "H", "C", "H", "C", "C"], "xyz": [[-0.16264, 2.30420, 0.68259], [3.44611, 1.58902, -0.80368], [-1.84550, -2.33537, 0.80499], [0.32170, -1.66418, -0.31052], [2.60444, -1.32868, -0.60941], [-0.45460, 1.30689, 0.96288], [1.61543, -0.68642, -3.18465], [1.87493, 0.50509, -4.74544], [2.66979, -0.35857, -0.46923], [-3.74274, 0.06653, 2.65967], [1.55924, 2.54992, 0.19058], [-1.39905, -1.36267, 0.86192], [2.60050, 1.27603, -3.08736], [2.18745, 1.75685, -0.07387], [2.38436, 0.20026, -3.87365], [-2.04940, -0.44533, 1.66525], [-3.20768, -0.73372, 2.20328], [-0.16366, -1.04446, 0.38708], [-3.72370, -1.62745, 2.09042], [0.42339, 0.23708, 0.52383], [-2.16998, 1.63234, 2.10244], [-1.59775, 0.94327, 1.58512], [3.31200, -0.38793, -4.04877], [1.72805, 0.55184, 0.08570], [3.64727, 0.39109, -1.03354]], "mulliken_charge": [0.339, -0.080, 0.331, 0.400, 0.222, -0.772, -0.242, 0.212, 0.096, 0.231, 0.242, -0.915, -0.205, -0.019, 0.051, 0.920, -0.445, -0.359, 0.233, 0.668, 0.373, -0.785, 0.213, 0.520, -0.228], "charge": 1, "orbital_gap_ev": 7.88, "multiplicity": 1}